ORCA calculation (wB97M-V/def2-TZVPD) on C53H57N8O20PSi2 as an isolated structure.

HOMO-LUMO gap ... 6.57 eV

Geometry as ORCA input:
```
! wB97M-V def2-TZVPD RIJCOSX def2/J DEFGRID3
* xyz 0 1
C -1.341 2.706 -2.313
O -0.241 3.196 -1.561
C -0.403 3.249 -0.144
C 0.809 2.730 0.593
C 0.513 1.528 1.450
C 0.056 0.333 0.597
Si 1.399 -0.954 0.322
O 0.754 -2.396 0.767
Si 1.349 -3.871 0.309
P 2.190 -0.904 -1.824
O 0.843 -1.265 -2.679
O 2.242 0.735 -1.930
H -1.401 3.278 -3.214
H -1.183 1.683 -2.599
H -2.267 2.772 -1.777
H -0.527 4.282 0.123
H -1.300 2.748 0.170
H 1.192 3.514 1.217
H 1.528 2.442 -0.140
H -0.251 1.770 2.159
H 1.397 1.248 1.979
H -0.302 0.656 -0.359
H -0.760 -0.176 1.069
H 2.570 -0.565 1.149
H 2.146 -3.803 -0.936
H 2.176 -4.407 1.401
H 0.183 -4.749 0.105
H 0.643 -0.544 -3.305
H 1.362 1.157 -1.963
C -2.674 -4.824 6.127
C -2.151 -6.018 5.650
C -0.933 -6.028 4.996
C -0.261 -4.833 4.840
C -0.760 -3.632 5.298
C -1.984 -3.634 5.947
N 1.044 -4.827 4.153
O 1.462 -5.883 3.712
O 1.608 -3.755 4.054
H -3.626 -4.820 6.640
H -2.693 -6.943 5.787
H -0.514 -6.945 4.615
H -0.213 -2.718 5.153
H -2.393 -2.705 6.314
C 3.182 4.640 -1.318
C 4.178 3.707 -1.064
C 5.389 4.117 -0.534
C 5.576 5.457 -0.267
C 4.602 6.401 -0.515
C 3.395 5.983 -1.047
N 6.859 5.898 0.313
O 7.713 5.052 0.503
O 6.988 7.082 0.565
H 2.234 4.313 -1.727
H 4.006 2.662 -1.279
H 6.173 3.405 -0.332
H 4.782 7.442 -0.296
H 2.618 6.708 -1.246
C -0.302 4.744 -8.743
C 0.254 3.603 -9.306
C 0.479 2.490 -8.517
C 0.140 2.545 -7.181
C -0.409 3.670 -6.601
C -0.630 4.779 -7.394
N 0.371 1.354 -6.348
O 0.880 0.386 -6.866
O 0.038 1.412 -5.170
H -0.482 5.612 -9.361
H 0.506 3.581 -10.352
H 0.908 1.597 -8.931
H -0.658 3.681 -5.552
H -1.060 5.670 -6.961
C -4.903 2.792 4.123
C -4.318 2.331 5.293
C -3.367 1.327 5.246
C -3.020 0.806 4.018
C -3.589 1.245 2.840
C -4.540 2.248 2.898
N -1.999 -0.255 3.959
O -1.522 -0.641 5.012
O -1.690 -0.684 2.865
H -5.644 3.579 4.164
H -4.598 2.751 6.247
H -2.911 0.961 6.153
H -3.297 0.811 1.897
H -4.997 2.605 1.987
C 4.883 -1.794 -11.602
C 4.897 -0.448 -11.258
C 3.721 0.279 -11.236
C 2.543 -0.362 -11.559
C 2.501 -1.696 -11.907
C 3.684 -2.412 -11.928
N 1.286 0.400 -11.518
O 1.348 1.586 -11.224
O 0.253 -0.186 -11.767
H 5.802 -2.364 -11.615
H 5.828 0.037 -11.002
H 3.721 1.324 -10.970
H 1.563 -2.168 -12.155
H 3.672 -3.459 -12.196
C 11.906 -2.140 -12.761
C 11.876 -3.494 -13.058
C 10.730 -4.232 -12.820
C 9.631 -3.591 -12.289
C 9.639 -2.247 -11.982
C 10.790 -1.518 -12.221
N 8.403 -4.371 -12.051
O 8.425 -5.556 -12.308
O 7.432 -3.776 -11.608
H 12.802 -1.566 -12.952
H 12.746 -3.979 -13.477
H 10.693 -5.286 -13.045
H 8.764 -1.776 -11.563
H 10.814 -0.464 -11.987
C -8.657 1.283 10.612
C -8.110 0.102 10.130
C -6.872 0.114 9.515
C -6.203 1.314 9.399
C -6.728 2.502 9.866
C -7.968 2.482 10.477
N -4.875 1.329 8.761
O -4.437 0.277 8.337
O -4.291 2.397 8.689
H -9.622 1.270 11.098
H -8.647 -0.824 10.229
H -6.438 -0.799 9.137
H -6.180 3.424 9.756
H -8.395 3.401 10.851
C -7.474 -3.595 15.865
C -6.743 -2.750 15.044
C -6.993 -2.717 13.684
C -7.980 -3.535 13.174
C -8.717 -4.387 13.970
C -8.457 -4.414 15.329
N -8.262 -3.491 11.729
O -7.582 -2.741 11.048
O -9.157 -4.191 11.301
H -7.277 -3.615 16.928
H -5.976 -2.114 15.462
H -6.432 -2.065 13.032
H -9.479 -5.017 13.539
H -9.024 -5.074 15.969
*
```

ORCA calculation (wB97M-V/def2-TZVPD) on a 2-piece molecular cluster, C3H5FO3 overall.

SMILES string ... O/C=C(\O)F.C=O
HOMO-LUMO gap ... 9.01 eV
Relative energy (zero: lowest compared OMol25 entry of this formula, charge and spin) ... 183.0 kJ/mol

Geometry as ORCA input:
```
! wB97M-V def2-TZVPD RIJCOSX def2/J DEFGRID3
* xyz 0 1
C -1.059 -1.985 0.115
C 0.603 2.580 0.252
C -0.539 -1.116 -0.744
O -0.630 -3.266 0.274
O 1.099 1.976 -0.655
O 0.491 -1.328 -1.589
F -1.069 0.131 -0.815
H -1.901 -1.720 0.734
H 0.792 3.655 0.405
H -0.054 2.099 0.991
H 0.108 -3.423 -0.326
H 0.838 -0.473 -1.877
*
```

ORCA calculation (wB97M-V/def2-TZVPD) on C7H18N8 as an isolated structure.

HOMO-LUMO gap ... 7.84 eV
Relative energy (zero: lowest compared OMol25 entry of this formula, charge and spin) ... 484.4 kJ/mol

Geometry as ORCA input:
```
! wB97M-V def2-TZVPD RIJCOSX def2/J DEFGRID3
* xyz 2 1
C -1.066 1.290 4.649
C 0.208 1.664 3.903
C -1.780 0.524 3.831
C -1.000 -0.374 1.573
C -0.291 0.009 -1.779
C 1.408 2.221 4.606
C -3.021 -0.194 4.034
N 0.190 1.115 2.731
N -0.938 0.370 2.612
N 0.561 -0.193 0.441
N 0.274 -0.639 -0.725
N -0.317 0.449 -4.004
N 0.184 -0.190 -2.943
N 2.493 -1.101 -4.320
N 2.159 -2.192 -5.137
H -1.356 1.668 5.703
H -1.732 -1.105 1.341
H -1.286 0.393 -1.495
H 2.236 2.044 3.830
H 1.308 3.271 4.945
H 1.634 1.660 5.509
H -3.251 -0.824 3.212
H -3.092 -0.652 4.955
H -3.833 0.624 4.029
H 0.601 0.738 0.616
H 0.641 -1.539 -0.870
H -0.379 -0.166 -4.899
H -1.159 0.983 -3.760
H 1.728 -0.875 -3.662
H 2.741 -0.380 -4.926
H 3.369 -0.969 -3.777
H 1.644 -2.872 -4.749
H 2.898 -2.597 -5.775
*
```

ORCA calculation (wB97M-V/def2-TZVPD) on one molecule with the formula C2H2Br3OP.

SMILES string ... O=C(Br)CP(Br)Br
HOMO-LUMO gap ... 9.49 eV
Relative energy (zero: lowest compared OMol25 entry of this formula, charge and spin) ... 60.5 kJ/mol

Geometry as ORCA input:
```
! wB97M-V def2-TZVPD RIJCOSX def2/J DEFGRID3
* xyz 0 1
C 1.418 0.345 -0.635
C 0.062 -0.637 0.162
O 1.465 0.743 -1.729
P -1.401 0.190 -0.484
Br 2.719 0.725 0.615
Br -2.991 -1.199 0.306
Br -1.599 1.902 0.890
H 0.097 -0.434 1.194
H 0.229 -1.634 -0.318
*
```

ORCA calculation (wB97M-V/def2-TZVPD) on C28H35CaFN5O6 as an isolated structure.

HOMO-LUMO gap ... 7.03 eV

Geometry as ORCA input:
```
! wB97M-V def2-TZVPD RIJCOSX def2/J DEFGRID3
* xyz 1 1
Ca -0.138 -0.399 0.222
C -0.764 1.452 -2.766
C -1.822 0.358 -2.674
N -2.207 0.049 -1.298
C -3.235 0.865 -0.669
C -2.650 2.181 -0.184
C -3.078 3.386 -0.732
C -2.364 4.553 -0.542
C -1.140 4.499 0.110
C -0.727 3.315 0.683
C 0.637 3.112 1.310
N 1.376 2.009 0.721
C 2.142 2.256 -0.490
C 1.263 2.361 -1.729
N 0.377 1.206 -1.881
N -1.573 2.262 0.622
H -1.192 2.415 -2.473
H -0.465 1.557 -3.816
H -1.434 -0.571 -3.099
H -2.687 0.662 -3.278
H -2.432 -0.936 -1.209
H -3.679 0.315 0.153
H -4.021 1.150 -1.379
H -3.961 3.364 -1.356
H -2.717 5.481 -0.969
H -0.489 5.360 0.167
H 0.511 2.924 2.378
H 1.159 4.072 1.205
H 1.906 1.510 1.422
H 2.828 1.414 -0.600
H 2.750 3.170 -0.423
H 1.903 2.518 -2.605
H 0.629 3.248 -1.655
H 0.917 0.417 -2.231
C 3.151 -6.243 -3.406
C 3.701 -6.090 -1.994
C 5.216 -6.203 -2.015
C 5.809 -5.935 -0.646
C 5.407 -4.565 -0.191
C 6.228 -3.790 0.589
C 5.809 -2.531 1.023
F 6.654 -1.818 1.788
C 4.587 -2.026 0.706
C 3.730 -2.798 -0.097
C 2.405 -2.287 -0.399
O 2.071 -1.120 -0.053
C 1.542 -3.166 -1.105
C 2.041 -4.335 -1.597
N 3.288 -4.791 -1.378
C 4.141 -4.055 -0.566
C 0.110 -2.771 -1.399
O -0.261 -2.697 -2.571
O -0.580 -2.483 -0.365
H 3.620 -7.112 -3.866
H 3.393 -5.367 -4.010
H 2.076 -6.407 -3.445
H 3.298 -6.879 -1.352
H 5.621 -5.500 -2.749
H 5.466 -7.207 -2.361
H 6.895 -6.022 -0.657
H 5.439 -6.679 0.066
H 7.205 -4.149 0.885
H 4.259 -1.062 1.065
H 1.413 -4.958 -2.215
O -1.147 1.257 1.507
O -1.975 0.109 1.574
C 1.962 0.244 4.722
C 0.841 -0.184 3.807
C -0.484 -0.502 4.418
O 1.057 -0.284 2.611
H 1.685 0.227 5.773
H 2.268 1.256 4.451
H 2.819 -0.408 4.553
H -0.362 -1.374 5.066
H -1.233 -0.685 3.652
H -0.792 0.315 5.074
*
```

ORCA calculation (wB97M-V/def2-TZVPD) on a 2-piece molecular cluster, C5H8O2 overall.

SMILES string ... C=C(O)[C@@H]1CC1=O.[H][H]
HOMO-LUMO gap ... 9.11 eV
Relative energy (zero: lowest compared OMol25 entry of this formula, charge and spin) ... 383.5 kJ/mol

Geometry as ORCA input:
```
! wB97M-V def2-TZVPD RIJCOSX def2/J DEFGRID3
* xyz 0 1
C -1.827 -0.194 -0.372
C -0.599 0.307 -0.330
O -0.200 1.527 -0.787
C 0.484 -0.473 0.247
C 1.913 0.039 0.209
C 1.391 -0.626 -0.946
O 1.567 -1.068 -2.043
H -1.337 0.117 1.984
H -2.659 0.434 -0.625
H -2.004 -1.238 -0.147
H -0.830 1.854 -1.444
H -0.810 0.235 2.500
H 0.229 -1.360 0.817
H 2.117 1.090 0.205
H 2.565 -0.643 0.734
*
```

ORCA calculation (wB97M-V/def2-TZVPD) on C32H32N5O4S2SiV as an isolated structure.

HOMO-LUMO gap (spin up / spin down) ... 5.49 / 6.49 eV
<S²> ... 3.7860
Relative energy (zero: lowest compared OMol25 entry of this formula, charge and spin) ... 0.0 kJ/mol

Geometry as ORCA input:
```
! wB97M-V def2-TZVPD RIJCOSX def2/J DEFGRID3
* xyz -1 4
V -0.157 -0.252 0.045
C 2.388 3.195 0.696
C 1.490 4.079 1.282
C 0.205 3.658 1.542
C -0.170 2.364 1.207
N 0.705 1.496 0.645
C 1.954 1.921 0.405
C -1.544 1.848 1.308
C -2.633 2.471 1.850
C -3.892 1.867 1.724
C -4.025 0.659 1.038
C -2.904 0.050 0.534
N -1.676 0.627 0.702
C -2.816 -1.235 -0.163
C -3.908 -1.993 -0.560
C -3.700 -3.220 -1.152
C -2.397 -3.673 -1.337
C -1.358 -2.861 -0.945
N -1.544 -1.654 -0.388
H 3.403 3.490 0.462
H 1.791 5.093 1.515
H -0.523 4.332 1.975
H 2.615 1.192 -0.047
H -2.525 3.423 2.356
H -4.764 2.342 2.151
H -4.995 0.192 0.931
H -4.908 -1.617 -0.391
H -4.541 -3.826 -1.465
H -2.192 -4.635 -1.786
H -0.327 -3.169 -1.066
C -1.140 -3.915 5.807
Si -0.594 -2.127 5.808
C -1.980 -0.960 6.258
C 0.617 -1.987 7.254
C 0.407 -1.610 4.304
C 1.754 -1.359 4.405
C 2.501 -1.027 3.270
C 1.823 -0.888 2.096
N 0.485 -1.054 1.931
C -0.236 -1.517 3.010
S -1.896 -1.923 2.910
H -1.074 -4.339 6.819
H -0.506 -4.507 5.140
H -2.166 -4.003 5.445
H -2.471 -1.297 7.179
H -2.720 -0.912 5.456
H -1.587 0.048 6.433
H 0.101 -2.226 8.193
H 1.023 -0.971 7.347
H 1.460 -2.682 7.153
H 2.251 -1.433 5.369
H 3.571 -0.876 3.304
H 2.368 -0.657 1.192
C 4.272 4.256 -5.030
C 3.056 3.631 -4.390
C 1.776 4.120 -4.655
C 0.657 3.549 -4.069
C 0.807 2.481 -3.188
C 2.070 1.981 -2.919
C 3.184 2.555 -3.521
S -0.677 1.794 -2.466
O -1.075 2.716 -1.428
O -1.577 1.664 -3.590
N -0.293 0.397 -1.832
C 0.259 -0.599 -2.782
C 1.473 -1.271 -2.122
O 2.305 -1.846 -2.806
O 1.480 -1.169 -0.818
H 4.023 4.703 -5.994
H 5.058 3.516 -5.189
H 4.686 5.046 -4.398
H 1.656 4.951 -5.343
H -0.339 3.913 -4.294
H 2.189 1.129 -2.262
H 4.168 2.142 -3.320
H 0.544 -0.160 -3.733
H -0.469 -1.380 -3.010
*
```

ORCA calculation (wB97M-V/def2-TZVPD) on a 5-piece molecular cluster, C2H14O4S2 overall.

SMILES string ... CCSS.O.O.O.O
HOMO-LUMO gap ... 9.46 eV
Relative energy (zero: lowest compared OMol25 entry of this formula, charge and spin) ... 93.0 kJ/mol

Geometry as ORCA input:
```
! wB97M-V def2-TZVPD RIJCOSX def2/J DEFGRID3
* xyz 0 1
C 1.551 -0.570 1.385
C 0.507 -1.560 1.783
S 0.103 -2.899 0.653
S -1.227 -2.033 -0.556
H 1.306 -0.160 0.383
H 2.506 -0.999 1.256
H 1.699 0.255 2.127
H -0.486 -1.105 2.036
H 0.650 -1.796 2.854
H -0.416 -1.610 -1.559
H -0.818 2.054 -1.756
H -0.044 2.872 -2.652
O 0.140 2.194 -1.922
H -3.319 3.546 -2.399
H -3.142 2.483 -1.329
O -2.663 2.981 -1.979
H -4.869 0.575 0.226
H -3.937 1.514 0.951
O -4.405 1.411 0.171
H 4.873 -2.668 0.116
H 6.422 -2.471 0.168
O 5.570 -2.015 0.044
*
```

Calculated calculated total energy (a.u.), listed in the same order as above: -4916.353970; -442.830362; -714.725929; -8216.056112; -2590.529663; -345.658889; -3843.484834; -1181.898570